(1)
# ClH2NO2S

A 2-piece molecular cluster, ClH2NO2S overall in a non-equilibrium geometry (the ωB97M-V functional and the def2-TZVPD basis, OMol25).

gap between HOMO and LUMO (spin up / spin down): 5.166 / 8.258 eV
2S+1: 1
highest occupied orbital energy (spin up / spin down): -8.0 / -9.2 eV
energy above the lowest of the compared OMol25 structures with the same formula, charge and spin: 82.1 kcal/mol
strongest force on any atom: 0.077 hartree/bohr

```
7
ClH2NO2S (the ωB97M-V functional and the def2-TZVPD basis)
N 0.6413 0.4479 -0.3342
O -1.7544 0.7220 0.6878
O 1.0833 0.2861 -1.5158
S -2.9043 0.9883 -0.1995
Cl -4.0124 -0.7866 -0.1563
H 1.3398 0.0192 0.3262
H -0.4633 0.6397 0.0878
```

---

(2)
# ClH2NO2Si

A 2-piece molecular cluster, ClH2NO2Si overall in a non-equilibrium geometry (the ωB97M-V functional and the def2-TZVPD basis, OMol25).

gap between HOMO and LUMO (spin up / spin down): 7.472 / 7.473 eV
2S+1: 1
highest occupied orbital energy (spin up / spin down): -9.7 / -9.7 eV
energy above the lowest of the compared OMol25 structures with the same formula, charge and spin: 9.4 kcal/mol
strongest force on any atom: 0.070 hartree/bohr

```
7
ClH2NO2Si (the ωB97M-V functional and the def2-TZVPD basis)
N -0.9184 -1.4087 -1.4315
O 0.5175 -0.2889 -0.6471
O -0.4519 -2.2210 -2.0140
Si 0.2927 0.5927 0.6443
Cl -1.5146 1.4837 1.0502
H 0.9152 -0.0443 1.8494
H 1.1596 1.8865 0.5487
```

---

(3)
# ClH2NO3P

A 2-piece molecular cluster, ClH2NO3P overall in a non-equilibrium geometry (the ωB97M-V functional and the def2-TZVPD basis, OMol25).

gap between HOMO and LUMO: 8.033 eV
2S+1: 1
net charge: -1
highest occupied orbital energy: -3.9 eV
energy above the lowest of the compared OMol25 structures with the same formula, charge and spin: 41.9 kcal/mol
strongest force on any atom: 0.071 hartree/bohr

```
8
ClH2NO3P (the ωB97M-V functional and the def2-TZVPD basis)
N 0.3433 0.3645 -0.0678
O 1.6138 -0.9336 -2.0729
O -0.2152 0.8670 -2.5332
O -1.1566 -1.9263 -0.8202
P 0.5339 -0.0323 -1.6733
Cl -1.4818 -1.8299 -2.5012
H 0.4571 -0.6473 0.1592
H -0.5517 0.7201 0.1445
```

---

(4)
# ClH2NOS

A 2-piece molecular cluster, ClH2NOS overall in a non-equilibrium geometry (the ωB97M-V functional and the def2-TZVPD basis, OMol25).

gap between HOMO and LUMO (spin up / spin down): 10.142 / 7.797 eV
2S+1: 1
highest occupied orbital energy (spin up / spin down): -11.2 / -8.8 eV
energy above the lowest of the compared OMol25 structures with the same formula, charge and spin: 59.3 kcal/mol
strongest force on any atom: 0.071 hartree/bohr

```
6
ClH2NOS (the ωB97M-V functional and the def2-TZVPD basis)
N 0.1468 1.3059 -0.8374
O -0.6517 -2.1743 0.1299
S 0.6015 -1.4985 0.4169
Cl 0.5760 -0.7931 2.2754
H -0.1089 1.2773 -1.8233
H -0.5637 1.8826 -0.1615
```

---

(5)
# ClH2NP2

One molecule with the formula ClH2NP2 in a non-equilibrium geometry (the ωB97M-V functional and the def2-TZVPD basis, OMol25).

gap between HOMO and LUMO (spin up / spin down): 5.871 / 7.538 eV
2S+1: 3
highest occupied orbital energy (spin up / spin down): -6.5 / -10.4 eV
energy above the lowest of the compared OMol25 structures with the same formula, charge and spin: 18.8 kcal/mol
⟨S²⟩: 2.013
strongest force on any atom: 0.072 hartree/bohr

```
6
ClH2NP2 (the ωB97M-V functional and the def2-TZVPD basis)
N -0.3186 1.5370 0.1403
P -0.1799 -0.0013 -0.0416
P 1.7469 -0.8308 -0.0185
Cl -2.1014 -0.6628 -0.0037
H -1.1899 1.9361 -0.0636
H 1.0358 -1.8211 0.6129
```

---

(6)
# ClH2O3P

One molecule with the formula ClH2O3P in a non-equilibrium geometry (the ωB97M-V functional and the def2-TZVPD basis, OMol25).

gap between HOMO and LUMO (spin up / spin down): 9.129 / 6.578 eV
2S+1: 3
highest occupied orbital energy (spin up / spin down): -8.5 / -10.2 eV
energy above the lowest of the compared OMol25 structures with the same formula, charge and spin: 0.0 kcal/mol
⟨S²⟩: 2.012
strongest force on any atom: 0.081 hartree/bohr

```
7
ClH2O3P (the ωB97M-V functional and the def2-TZVPD basis)
O -0.1267 -0.9219 0.5477
O -0.0426 1.4636 0.4636
O -2.3895 0.0727 0.1205
P -0.7999 0.2646 -0.3743
Cl -2.9848 1.2376 1.4136
H -0.3369 -1.8411 0.1858
H -0.4301 1.4569 1.3551
```

---

(7)
# ClH2PS2

A 2-piece molecular cluster, ClH2PS2 overall in a non-equilibrium geometry (the ωB97M-V functional and the def2-TZVPD basis, OMol25).

gap between HOMO and LUMO: 7.865 eV
2S+1: 1
highest occupied orbital energy: -9.6 eV
energy above the lowest of the compared OMol25 structures with the same formula, charge and spin: 16.0 kcal/mol
structure (SMILES): S=PCl.S
strongest force on any atom: 0.050 hartree/bohr

```
6
ClH2PS2 (the ωB97M-V functional and the def2-TZVPD basis)
S -0.2026 0.7365 -2.2025
P 1.4542 1.7753 -2.0426
Cl 2.2544 1.5268 -0.2388
S -1.4772 -0.8745 1.7775
H -1.6467 -2.3083 1.8077
H -0.3821 -0.8559 0.8987
```

---

(8)
# ClH3N2OS

One molecule with the formula ClH3N2OS in a non-equilibrium geometry (the ωB97M-V functional and the def2-TZVPD basis, OMol25).

gap between HOMO and LUMO: 10.098 eV
2S+1: 1
highest occupied orbital energy: -10.1 eV
energy above the lowest of the compared OMol25 structures with the same formula, charge and spin: 16.8 kcal/mol
structure (SMILES): N=[S@@](N)(=O)Cl
strongest force on any atom: 0.082 hartree/bohr

```
8
ClH3N2OS (the ωB97M-V functional and the def2-TZVPD basis)
N -0.5805 -0.5020 -1.4099
S 0.3781 -0.2494 -0.1442
N -0.4250 0.7028 0.9136
O 0.7277 -1.3868 0.6714
Cl 1.8734 1.0585 -0.2911
H -0.0979 -1.2327 -1.9162
H -1.0317 -0.0261 1.3645
H -0.8442 1.6357 0.8119
```

---

(9)
# ClH3N2S2

A 2-piece molecular cluster, ClH3N2S2 overall in a non-equilibrium geometry (the ωB97M-V functional and the def2-TZVPD basis, OMol25).

gap between HOMO and LUMO: 8.208 eV
2S+1: 1
highest occupied orbital energy: -9.0 eV
energy above the lowest of the compared OMol25 structures with the same formula, charge and spin: 11.8 kcal/mol
structure (SMILES): [H]/N=[N+](/[S-])S.Cl
strongest force on any atom: 0.087 hartree/bohr

```
8
ClH3N2S2 (the ωB97M-V functional and the def2-TZVPD basis)
H 1.8314 -1.9001 -0.4571
N 0.8393 -1.7981 -0.5795
N 0.1759 -1.0774 0.1444
S -1.3193 -0.7653 0.3655
S 1.4309 0.1093 1.1178
H 0.9660 0.4731 2.3383
Cl -2.7260 2.0301 -0.6034
H -3.4339 1.6340 0.3694
```

---

(10)
# ClH3NOP

A 2-piece molecular cluster, ClH3NOP overall in a non-equilibrium geometry (the ωB97M-V functional and the def2-TZVPD basis, OMol25).

gap between HOMO and LUMO: 10.360 eV
2S+1: 1
highest occupied orbital energy: -10.1 eV
energy above the lowest of the compared OMol25 structures with the same formula, charge and spin: 32.2 kcal/mol
structure (SMILES): NP=O.Cl
strongest force on any atom: 0.077 hartree/bohr

```
7
ClH3NOP (the ωB97M-V functional and the def2-TZVPD basis)
N 1.6203 0.5189 -0.4082
P 0.2690 -0.3158 -0.9128
O -0.2273 -0.8071 0.3811
H 2.2324 0.9272 -1.0852
H 1.5744 0.5837 0.6395
Cl -2.8260 0.1504 0.2686
H -2.6428 -1.0574 1.1170
```

---

> What is the formula in the seventh record?

ClH2PS2

---

> Number 9 is which compound?

ClH3N2S2

---

> Look up the energy above the lowest of the compared OMol25 structures with the same formula, charge and spin of the tenth one.

32.2 kcal/mol